C35H74ClN2O12 | wB97M-V/def2-TZVPD

The geometry in ORCA input format:
```
! wB97M-V def2-TZVPD RIJCOSX def2/J DEFGRID3
* xyz 1 1
C -4.5633 5.6035 -0.0068
C -4.9510 4.1979 0.0175
C -4.6249 3.1777 -1.1636
O -4.6975 3.5105 -2.3928
O -4.2414 1.8488 -0.7505
C -5.0889 0.8746 -1.4567
C -4.6513 -0.6526 -1.0808
C -3.8007 -0.6444 0.2945
C -3.7711 -2.1643 0.9012
C -2.9528 -3.2008 -0.0209
C -1.6186 -3.8062 0.6469
N -0.8828 -2.8717 1.5475
C -0.9894 -2.6731 3.0102
C 0.0154 -1.6200 3.5121
Cl 0.1830 -1.1257 5.2453
N 0.7296 -1.1970 2.3040
C 0.1824 -1.9416 1.1718
C 0.8376 -1.6752 -0.2663
C -0.2406 -1.1733 -1.3600
C 0.4532 -0.3742 -2.6094
H -3.7519 6.0335 0.7008
H -5.0686 6.3686 -0.7093
H -5.5213 3.8024 0.9428
H -4.8855 0.9893 -2.5853
H -6.2091 1.0657 -1.2960
H -3.9945 -1.0756 -1.9317
H -5.5713 -1.3345 -0.9636
H -2.7518 -0.2068 0.1693
H -4.3515 -0.0039 1.0821
H -3.4658 -2.1452 2.0034
H -4.8830 -2.5011 0.8809
H -2.7054 -2.7231 -1.0302
H -3.6506 -4.1069 -0.2227
H -1.8290 -4.8005 1.1774
H -0.8939 -4.0435 -0.2293
H -1.7749 -3.3075 3.5368
H 1.4845 -0.4871 2.3008
H 1.7502 -0.9602 -0.2256
H 1.2716 -2.6849 -0.6357
H -0.8270 -2.0934 -1.7020
H -0.8973 -0.3832 -0.8331
H -0.2668 0.4850 -2.8617
H 0.5172 -1.0861 -3.5046
H 1.4635 0.0816 -2.3288
C 2.4325 1.0050 5.7249
O 3.1663 2.1703 5.3812
C 2.5903 3.3555 5.9308
C 3.3413 3.8145 7.1771
O 3.1959 2.8817 8.2426
C 4.3337 2.0422 8.3961
H 3.0510 0.1331 5.4995
H 2.1778 0.9821 6.7893
H 1.5203 0.9543 5.1281
H 1.5257 3.2092 6.1455
H 2.6726 4.1341 5.1655
H 2.9114 4.7615 7.5178
H 4.4006 3.9891 6.9547
H 5.1426 2.6019 8.8743
H 4.6792 1.6461 7.4374
H 4.0601 1.2039 9.0390
C -4.8603 2.8101 -5.5860
O -4.6285 2.1328 -6.8150
C -5.0111 0.7603 -6.7574
C -6.3646 0.5297 -7.4232
O -7.4128 1.1689 -6.7024
C -7.8173 2.3958 -7.2960
H -4.7923 3.8840 -5.7699
H -5.8523 2.5916 -5.1801
H -4.0955 2.5282 -4.8578
H -5.0155 0.3991 -5.7226
H -4.2502 0.1941 -7.3056
H -6.5802 -0.5435 -7.4198
H -6.3500 0.8644 -8.4672
H -8.4258 2.1941 -8.1825
H -6.9604 3.0150 -7.5732
H -8.4225 2.9451 -6.5731
C 7.2015 -1.7018 13.0888
O 5.9014 -2.0662 13.5319
C 5.0610 -0.9326 13.7384
C 4.0990 -0.7318 12.5710
O 4.7955 -0.3825 11.3781
C 4.9529 -1.4838 10.4945
H 7.6968 -2.5985 12.7114
H 7.1658 -0.9618 12.2836
H 7.7810 -1.3050 13.9266
H 5.6576 -0.0309 13.9154
H 4.4769 -1.1294 14.6433
H 3.4284 0.1003 12.8069
H 3.4818 -1.6244 12.4136
H 4.0040 -1.6908 9.9896
H 5.2915 -2.3807 11.0193
H 5.6993 -1.2190 9.7434
C 0.7786 1.2992 -8.5694
O -0.5234 0.9357 -8.1325
C -1.3622 2.0720 -7.9219
C -2.3200 2.2832 -9.0907
O -1.6185 2.6378 -10.2789
C -1.4613 1.5422 -11.1702
H 1.2729 0.4034 -8.9506
H 0.7472 2.0438 -9.3703
H 1.3568 1.6899 -7.7273
H -0.7633 2.9709 -7.7377
H -1.9498 1.8715 -7.0203
H -2.9882 3.1154 -8.8514
H -2.9399 1.3938 -9.2556
H -2.4086 1.3420 -11.6797
H -1.1271 0.6404 -10.6507
H -0.7116 1.8102 -11.9165
C 3.9574 -4.4484 -1.7757
O 3.5175 -3.2579 -2.4165
C 4.4952 -2.2193 -2.3589
C 5.2548 -2.0939 -3.6765
O 6.0493 -3.2472 -3.9280
C 5.4472 -4.1356 -4.8610
H 3.2915 -5.2613 -2.0722
H 4.9778 -4.7146 -2.0656
H 3.9040 -4.3268 -0.6899
H 5.1842 -2.3776 -1.5218
H 3.9559 -1.2835 -2.1754
H 5.9378 -1.2414 -3.6090
H 4.5669 -1.9059 -4.5095
H 5.5487 -3.7326 -5.8728
H 4.3904 -4.3040 -4.6382
H 5.9688 -5.0926 -4.8110
*
```



C35H75F5N6O11P5S | wB97M-V/def2-TZVPD

The geometry in ORCA input format:
```
! wB97M-V def2-TZVPD RIJCOSX def2/J DEFGRID3
* xyz -1 1
C 2.4834 1.6089 -0.0306
C 3.3127 0.3496 0.3216
C 2.4692 -0.9531 0.3900
C 2.8737 -2.0942 -0.5588
P 1.7018 -2.7128 -1.9658
C 2.6882 -4.4313 -1.8881
C 2.2874 -5.6138 -1.0427
O 2.6873 -6.8580 -1.7627
C 3.8105 -7.4104 -1.2850
O 4.7571 -7.6555 -1.9792
C 0.9564 -1.0144 -2.2591
C 0.8359 -0.5461 -3.7267
O -0.4355 0.0924 -3.9865
C -0.5013 1.3762 -3.4147
C 0.1834 2.4606 -4.2484
C 0.6007 -3.5901 -3.2858
C -0.8585 -3.2568 -3.6022
C -1.1310 -2.8712 -5.0881
O -1.5216 -2.3832 -2.7088
C -2.9016 -2.2915 -2.8999
C -3.6221 -2.0628 -1.5988
C -4.0212 -0.8128 -1.1488
C -4.7225 -0.6795 0.0406
C -5.0503 -1.7942 0.7957
C -4.6364 -3.0484 0.3615
C -3.9380 -3.1776 -0.8248
P 3.4923 -2.2741 -3.5175
P 4.3489 -0.3000 -3.4400
O 3.6688 0.9146 -2.9633
O 5.7256 -0.4768 -2.6065
O 4.9246 -0.0590 -4.9567
S 0.1577 -3.2969 -0.2422
O -0.6740 -4.4298 -0.6378
O -0.7333 -2.1797 0.0386
C 0.6511 -3.6384 1.5732
F 0.7457 -2.5357 2.3403
F -0.5476 -4.1632 2.0313
C 1.6302 -4.7066 2.1536
F 1.3138 -5.9522 1.8256
F 1.4427 -4.6450 3.5078
F 2.9304 -4.4591 1.9929
H 2.9930 2.1925 -0.7981
H 2.3614 2.2557 0.8398
H 1.4949 1.3482 -0.4091
H 4.1723 0.2453 -0.3399
H 3.7235 0.5602 1.3113
H 1.4155 -0.6766 0.3663
H 2.6363 -1.2972 1.4141
H 3.0284 -2.9836 0.0656
H 3.8931 -1.9313 -0.9281
H 3.7309 -4.1869 -1.6723
H 2.7912 -4.7732 -2.9203
H 1.2476 -5.7907 -0.7851
H 2.8803 -5.6526 -0.1253
H 3.8056 -7.6887 -0.2178
H -0.0477 -0.8399 -1.8708
H 1.5638 -0.2265 -1.8116
H 1.5817 0.2152 -3.9568
H 0.9084 -1.3316 -4.4747
H -1.5667 1.6236 -3.3368
H -0.1119 1.4314 -2.3915
H 1.2669 2.3362 -4.1715
H -0.0146 3.4284 -3.7827
H -0.1193 2.4551 -5.2936
H 0.6069 -4.6411 -2.9974
H 1.1373 -3.6374 -4.2360
H -1.4318 -4.1947 -3.5199
H -1.9369 -3.4688 -5.5139
H -0.2484 -3.0310 -5.7119
H -1.4024 -1.8189 -5.1819
H -3.3324 -3.1892 -3.3654
H -3.1335 -1.4681 -3.5917
H -3.7995 0.0720 -1.7354
H -5.0455 0.3026 0.3644
H -5.6205 -1.6864 1.7096
H -4.9039 -3.9114 0.9592
H -3.6485 -4.1722 -1.1428
H 2.9429 -2.2093 -4.8253
H 6.3567 -0.9384 -3.1743
H 4.4176 -0.6306 -5.5481
O 3.1077 0.7767 4.3059
P 2.5793 0.5979 5.6924
N 1.7609 -0.8964 5.5784
C 0.7487 -1.3707 6.5004
C 2.5878 -2.0162 5.1295
N 1.4731 1.9356 5.7549
C 0.0360 1.7273 5.7589
C 1.8208 3.0461 4.8744
N 2.7604 0.5792 7.4300
C 2.7168 1.8505 8.1697
C 4.0347 -0.0893 7.7953
H 1.1545 -1.6601 7.4803
H 0.2672 -2.2502 6.0679
H -0.0437 -0.6476 6.6589
H 3.1528 -2.4720 5.9568
H 3.2956 -1.6889 4.3682
H 1.9653 -2.7839 4.6785
H -0.3086 1.1166 4.9150
H -0.4742 2.6917 5.7107
H -0.2969 1.2737 6.6948
H 1.5115 2.8737 3.8372
H 2.8942 3.2269 4.8764
H 1.3359 3.9584 5.2347
H 3.3944 2.6065 7.7646
H 2.9998 1.6578 9.2079
H 1.7108 2.2564 8.1914
H 4.9072 0.5041 7.5038
H 4.1116 -1.0621 7.3054
H 4.0762 -0.2642 8.8705
O -4.1407 2.7416 -1.4439
P -3.8339 4.1644 -1.7774
N -2.8168 4.6214 -0.4795
C -2.5415 5.9841 -0.0716
C -1.6114 3.8011 -0.3331
N -5.4287 4.8389 -1.6036
C -5.7624 5.7193 -0.5010
C -6.5112 3.8884 -1.8373
N -3.3518 5.4399 -2.8633
C -4.3449 6.0050 -3.7917
C -2.1961 4.9941 -3.6843
H -1.9004 6.5290 -0.7783
H -2.0276 5.9647 0.8921
H -3.4444 6.5639 0.0859
H -0.7989 4.1386 -0.9913
H -1.8259 2.7570 -0.5583
H -1.2500 3.8398 0.6960
H -5.5367 5.2797 0.4797
H -6.8284 5.9554 -0.5294
H -5.2539 6.6815 -0.5923
H -6.7131 3.2567 -0.9645
H -6.2836 3.2337 -2.6762
H -7.4246 4.4354 -2.0892
H -4.8705 5.2436 -4.3732
H -3.8283 6.6709 -4.4873
H -5.0748 6.6105 -3.2646
H -2.4750 4.2120 -4.3966
H -1.4044 4.5986 -3.0455
H -1.7766 5.8350 -4.2362
*
```



| no. | energy (eV) |
| --- | --- |
| 1 | -77546.65469 |
| 2 | -139839.80416 |